(1)
Below is C48H60N5O2P2Rb as an isolated structure, with properties calculated with ωB97M-V/def2-TZVPD.

```
! RIJCOSX wB97M-V def2-TZVPD def2/J DEFGRID3
* xyz -2 1
Rb -0.559 0.073 -0.129
P 2.376 1.734 -1.101
P 1.239 -0.867 2.937
O -1.493 2.653 0.011
O -2.698 -1.579 -0.708
N 2.534 -0.923 0.206
N -3.481 0.800 0.461
N -2.058 1.258 -4.288
N -4.166 1.800 0.887
N -2.186 2.320 -3.310
C 0.448 -3.682 -3.974
C 3.696 -0.652 -0.455
C -1.426 -1.955 3.068
C -2.880 5.712 1.450
C -6.913 4.671 2.013
C 2.454 2.185 -3.846
C 1.563 -2.325 1.914
C -0.742 -5.442 -5.248
C -4.784 -2.660 -0.122
C -6.072 -2.563 0.412
C -3.688 3.052 0.924
C 2.767 -3.388 0.055
C 2.205 -4.605 0.362
C -0.257 -1.363 3.914
C 1.391 -4.719 1.489
C 0.616 -2.356 -3.616
C 3.726 0.575 -1.258
C 2.623 -2.288 5.118
C 2.807 2.669 0.438
C -4.636 4.040 1.429
C 2.655 2.948 -2.512
C 4.258 3.120 0.627
C 3.780 -0.537 3.607
C -2.304 3.421 0.590
C -5.174 6.357 2.035
C 3.793 3.951 -2.529
C 4.824 0.814 -2.087
C 4.898 -1.446 -0.406
C -5.540 -0.355 1.285
C 1.322 -5.979 -4.122
C -6.003 3.707 1.613
C 1.126 -3.611 2.279
C 5.965 -0.004 -2.027
C -3.903 -1.559 -0.028
C -6.467 -1.371 1.061
C 2.503 -1.002 4.296
C -0.661 -4.128 -4.791
C -6.499 6.024 2.106
C -1.991 4.809 0.923
C -4.301 -0.349 0.591
C 5.973 -1.154 -1.222
C 1.843 3.865 0.561
C 1.447 -4.681 -3.648
C -4.241 5.357 1.661
C -2.413 -2.760 -1.526
C -0.678 -0.092 4.706
C 0.206 -6.365 -4.883
C 2.301 -2.194 0.694
H 1.901 4.275 1.561
H 3.582 4.791 -1.847
H 1.731 -2.494 5.729
H 4.730 3.522 -2.179
H 6.804 0.313 -2.655
H 2.110 1.150 -3.714
H 0.117 0.216 5.374
H 2.449 -5.462 -0.254
H 2.260 -0.215 5.001
H -0.902 0.725 4.024
H 3.451 -2.162 5.813
H 3.991 -1.101 2.701
H -2.334 -3.638 -0.875
H 1.722 3.576 -2.389
H -1.059 -2.542 2.216
H 0.627 -3.759 3.237
H -1.194 1.452 -4.820
H -6.751 -3.399 0.286
H -0.094 -1.583 -3.910
H 1.719 2.694 -4.488
H 1.508 -2.045 -3.087
H 4.386 3.437 1.647
H 0.027 -2.135 4.634
H -0.952 5.134 0.774
H -1.854 1.894 -2.426
H 3.485 -3.301 -0.761
H 3.740 0.531 3.317
H -7.492 -1.177 1.373
H -1.486 -3.426 -4.964
H 2.100 4.637 -0.167
H 0.936 -5.645 1.786
H -6.317 2.686 1.408
H -3.229 -2.915 -2.262
H -1.567 -0.319 5.297
H 0.099 -7.403 -5.200
H -5.727 0.477 1.951
H 4.960 2.335 0.391
H -4.828 7.364 2.163
H -1.598 -5.702 -5.877
H 2.883 -3.145 4.478
H -7.255 6.785 2.261
H 0.801 3.535 0.393
H 6.871 -1.786 -1.211
H 4.794 1.607 -2.836
H 2.080 -6.754 -3.897
H -3.184 2.455 -3.149
H 2.326 -4.366 -3.055
H 4.908 -2.327 0.256
H -1.997 -2.646 3.662
H 3.392 2.105 -4.394
H 3.954 4.343 -3.553
H -2.826 1.380 -4.950
H 4.417 3.979 -0.026
H -7.931 4.368 2.257
H -2.096 -1.172 2.702
H -4.465 -3.533 -0.712
H 4.624 -0.656 4.297
H -2.574 6.747 1.600
H 2.574 1.949 1.268
H -1.470 -2.616 -2.088
*
```

Output
E_LUMO = 3.63 eV
Calculated total energy = -81525.99687 eV
Frontier orbital gap = 3.57 eV
Energy relative to the best compared isomer or geometry (same formula, charge and spin) = 0.00 kJ/mol


(2)
Below is C48H61BCoN9P as an isolated structure, with properties calculated with ωB97M-V/def2-TZVPD.

```
! RIJCOSX wB97M-V def2-TZVPD def2/J DEFGRID3
* xyz 0 4
Co 0.544 0.431 0.234
P -0.741 -2.493 -2.038
N -0.774 -1.429 1.053
N -2.021 0.867 -0.943
N -0.726 1.193 -1.225
N -2.058 -1.082 0.761
N 1.762 -0.510 -1.018
N -0.504 1.681 1.400
N 10.629 -0.227 0.379
N 1.744 0.080 1.692
N -1.817 1.334 1.491
C -4.366 -2.071 0.663
C -0.750 1.952 -2.329
C 0.936 -2.393 -4.274
C 0.999 -2.256 -2.790
C -3.907 2.040 2.661
C 1.436 0.104 2.990
C 3.660 -0.104 2.912
C -2.455 2.158 2.341
C 5.953 -1.285 0.895
C 3.774 -0.486 -2.149
C 0.139 -3.912 3.349
C -0.319 2.750 2.174
C 1.695 2.649 -2.152
C -4.325 1.197 -1.868
C 0.640 2.229 -4.401
C 0.938 3.592 2.304
C 5.250 -0.204 0.367
C 0.339 -3.593 1.860
C 2.468 -4.282 -2.883
C 3.081 -0.390 -0.857
C 1.717 -2.963 1.676
C 8.038 -0.214 0.378
C 1.871 -3.295 -2.167
C 1.282 3.777 3.787
C 3.763 -0.198 0.370
C 2.596 -0.010 3.785
C 9.479 -0.221 0.380
C 0.404 2.714 -2.962
C 2.315 -4.376 -4.284
C 0.290 -4.907 1.065
C -2.072 2.065 -2.783
C 5.966 0.875 -0.150
C -0.813 -2.715 1.405
C 3.108 -0.076 1.597
C -1.535 3.073 2.801
C -2.136 -3.194 1.326
C 1.537 -3.404 -4.952
C 2.850 -0.640 -3.092
C -2.894 -2.129 0.913
C -1.794 -1.559 -3.224
C 2.165 3.027 1.587
C 7.350 0.875 -0.151
C -1.121 -4.185 -2.658
C 1.510 -0.795 -2.440
C 0.607 4.964 1.689
C -2.844 1.374 -1.878
C 7.337 -1.295 0.904
C -0.014 4.194 -3.033
B -2.446 0.358 0.468
H -0.441 -4.911 -2.212
H 1.079 -5.576 1.416
H 0.382 4.866 0.624
H 0.157 -2.994 3.941
H 1.976 -2.327 2.521
H 2.152 4.431 3.884
H -2.134 -4.437 -2.341
H 2.474 -3.750 1.610
H -2.824 -1.659 -2.871
H 2.626 -0.021 4.864
H 5.401 -2.127 1.296
H -0.665 -5.421 1.181
H 0.943 -4.563 3.703
H -4.803 -3.046 0.871
H 1.619 3.289 -1.272
H -2.494 -4.185 1.549
H 0.411 0.206 3.313
H 2.671 2.273 2.185
H -0.814 -4.415 3.525
H -4.527 2.270 1.794
H 3.075 -5.016 -2.364
H -4.605 0.147 -1.782
H 0.445 -4.724 0.000
H 1.425 -3.460 -6.029
H -4.162 1.032 2.990
H -0.861 4.346 -3.703
H -2.425 2.603 -3.647
H 5.425 1.725 -0.551
H 2.875 3.836 1.400
H -3.635 0.457 0.535
H 0.750 -0.109 -2.811
H 7.879 -2.138 1.312
H -0.255 5.425 2.173
H -0.283 2.272 -4.982
H -4.160 2.737 3.457
H -1.553 -0.497 -3.218
H 1.906 2.585 0.625
H -1.751 -1.939 -4.247
H -1.722 3.877 3.493
H 0.367 -1.650 -4.822
H 2.527 3.016 -2.757
H 0.454 4.231 4.334
H 0.822 4.791 -3.404
H 3.018 -0.760 -4.151
H 1.942 1.642 -1.822
H 4.705 -0.206 3.156
H -0.291 4.565 -2.044
H -4.739 1.589 -2.796
H -4.589 -1.817 -0.375
H 2.799 -5.167 -4.839
H 4.843 -0.432 -2.281
H 1.999 -3.253 -1.095
H -4.860 -1.332 1.294
H 1.462 5.634 1.801
H -1.054 -4.260 -3.745
H -4.785 1.729 -1.034
H 1.762 -2.354 0.777
H 1.017 1.207 -4.441
H 1.377 2.873 -4.886
H 1.522 2.819 4.251
H 7.902 1.715 -0.552
*
```

Output
E_LUMO (alpha / beta) = 0.47 / -1.15 eV
Calculated total energy = -111772.15973 eV
Frontier orbital gap (alpha / beta) = 6.99 / 7.03 eV


(3)
Below is C48H61ClN5NaO5 as an isolated structure, with properties calculated with ωB97M-V/def2-TZVPD.

```
! RIJCOSX wB97M-V def2-TZVPD def2/J DEFGRID3
* xyz -2 1
Cl 8.548 -0.066 -3.244
Na 0.562 0.634 1.628
O 1.261 -1.721 4.783
O 1.233 2.009 -0.686
O -1.173 1.048 2.823
O 2.783 3.430 0.959
O 1.328 -0.864 2.704
N -1.112 1.096 0.155
N 3.514 -2.151 1.168
N 1.790 -1.461 -0.340
N -0.796 -2.590 1.947
N 3.853 -0.912 1.434
C 1.352 -4.134 -0.932
C -6.731 -0.604 0.158
C 3.761 0.158 0.429
C 5.993 0.990 -0.356
C -3.448 -0.486 -4.343
C -1.167 0.033 -3.423
C 0.133 -2.890 3.037
C 7.104 0.953 -1.187
C 5.558 -0.268 5.238
C 0.976 -1.715 3.575
C -0.821 0.937 -1.180
C 4.877 0.590 3.088
C -3.487 0.386 4.401
C 2.099 2.187 -5.020
C -2.305 0.962 0.733
C 5.017 -0.849 -1.533
C 2.543 -2.409 0.232
C 0.752 1.494 -2.973
C 2.342 -3.777 -0.048
C -6.117 0.802 0.092
C -2.991 1.652 5.119
C -1.544 0.165 -2.089
C -7.054 1.788 0.806
C -2.562 -0.792 4.746
C 4.941 0.094 -0.513
C 5.429 0.783 4.345
C 0.832 -1.824 -1.190
C -1.966 -0.885 -4.348
C -1.467 -0.832 -5.793
C 4.562 -1.738 3.607
C -3.572 0.972 0.081
C -4.745 0.790 0.767
C -4.675 0.560 2.163
C 3.258 1.733 -2.891
C 7.153 -0.003 -2.184
C 1.804 3.762 -3.137
C -2.264 0.896 2.206
C 0.449 1.517 -1.577
C 6.121 -0.906 -2.369
C 0.571 -3.141 -1.526
C -0.051 0.755 -3.841
C 4.439 -0.680 2.704
C 5.115 -1.526 4.855
C -6.033 1.220 -1.376
C -4.878 0.061 4.951
C -3.507 0.611 2.887
C -1.845 -2.337 -3.860
C 1.960 2.276 -3.498
H -6.115 -1.313 -0.400
H -5.600 0.352 2.686
H -6.791 -0.957 1.189
H 3.748 1.127 0.911
H -1.554 0.174 -6.209
H -2.064 -1.508 -6.412
H -5.279 -0.861 4.521
H -5.592 2.212 -1.482
H 1.220 2.586 -5.534
H -1.418 -1.840 2.240
H 5.935 1.743 0.421
H 0.905 4.171 -3.605
H -1.532 -0.581 4.469
H 4.780 1.449 2.441
H -0.423 -1.140 -5.868
H -3.581 1.180 -0.979
H 5.968 -0.104 6.226
H 2.968 2.772 -5.332
H 2.815 0.024 -0.085
H -7.037 1.242 -1.810
H 3.232 1.817 -1.809
H -3.565 0.555 -4.652
H 2.237 3.034 0.235
H 2.240 3.259 1.735
H 4.195 -1.533 -1.694
H -2.445 -3.010 -4.482
H -0.411 -3.330 3.874
H 0.840 -3.647 2.677
H -4.805 -0.078 6.033
H 2.252 1.158 -5.355
H -2.890 -1.698 4.227
H 0.247 -1.009 -1.611
H -8.016 1.843 0.287
H 1.720 3.885 -2.060
H -4.025 -1.122 -5.022
H -6.612 2.786 0.827
H -2.588 -0.990 5.822
H -5.592 0.867 4.763
H 5.744 1.781 4.627
H 1.173 -5.180 -1.150
H 6.176 -1.634 -3.167
H 2.669 4.332 -3.494
H -3.656 2.495 4.906
H 4.125 2.283 -3.275
H -0.803 -2.664 -3.904
H -0.230 -3.379 -2.212
H 7.915 1.658 -1.067
H -7.245 1.488 1.837
H -2.984 1.485 6.201
H 4.183 -2.706 3.328
H -1.987 1.905 4.790
H -7.741 -0.610 -0.267
H -5.432 0.522 -1.960
H -3.875 -0.586 -3.344
H 0.226 0.720 -4.885
H 3.381 0.679 -3.153
H -2.394 -0.393 -1.713
H -0.262 -2.192 1.180
H 5.175 -2.356 5.549
H -2.181 -2.435 -2.827
H 2.957 -4.507 0.460
*
```

Output
E_LUMO (alpha / beta) = 3.71 / 3.71 eV
Calculated total energy = -85396.85023 eV
Frontier orbital gap (alpha / beta) = 4.70 / 5.41 eV
Energy relative to the best compared isomer or geometry (same formula, charge and spin) = 34.00 kJ/mol


(4)
Below is C48H61CrFN5O2 as an isolated structure, with properties calculated with ωB97M-V/def2-TZVPD.

```
! RIJCOSX wB97M-V def2-TZVPD def2/J DEFGRID3
* xyz 0 4
Cr 0.264 0.619 -1.785
F 0.958 2.308 -3.190
O 2.147 0.574 -1.489
O -1.751 0.239 -1.616
N -1.125 0.019 -5.564
N 0.088 2.212 -0.696
N 0.313 -0.899 -0.542
N -3.197 1.270 -6.111
N 0.099 -0.359 -3.497
C -1.746 2.361 2.545
C 0.237 0.174 2.980
C 3.898 -0.375 -0.191
C 2.841 -3.607 3.239
C -3.018 3.519 0.879
C 2.565 5.352 -2.045
C -3.282 -1.482 -1.001
C -2.455 -2.857 0.892
C 1.457 2.345 2.812
C 3.706 -3.580 1.970
C -0.531 -0.145 -4.473
C -3.933 -0.595 -3.312
C -3.611 3.533 -2.075
C -1.957 5.326 -1.491
C -4.264 -4.123 2.144
C -2.876 3.073 2.185
C -0.927 2.482 0.283
C -2.239 0.681 -5.829
C -2.765 -3.841 2.019
C 5.173 -3.479 2.396
C -2.059 3.239 -0.088
C 4.203 -1.403 0.660
C 4.446 2.061 -0.137
C 0.522 1.378 2.077
C -4.429 -1.111 -1.952
C 2.547 -0.307 -0.642
C 1.978 -2.313 0.681
C -0.879 -1.438 -0.236
C -5.301 -0.048 -1.261
C 2.206 4.298 -2.879
C 1.387 3.329 -2.363
C 5.066 0.689 -2.157
C 1.233 4.387 -0.267
C -2.228 3.816 -1.485
C 6.297 0.406 -0.027
C -5.292 -2.351 -2.240
C -2.034 -5.164 1.745
C -3.463 -2.424 -0.039
C 0.893 3.292 -1.066
C 3.278 -2.405 1.085
C 2.060 5.394 -0.751
C -1.175 -2.406 0.741
C 3.515 -4.894 1.199
C -2.273 -3.252 3.353
C 4.916 0.680 -0.627
C 1.566 -1.233 -0.131
C -0.752 2.066 1.612
C -1.984 -0.829 -1.006
H 3.151 -4.432 3.886
H 1.290 -3.096 0.949
H 1.781 -3.744 3.008
H -2.712 -2.267 3.532
H 4.161 -4.925 0.318
H -2.194 -5.857 2.575
H -0.082 0.494 3.976
H 1.796 3.153 2.163
H 4.335 2.066 0.952
H -3.380 0.334 -3.241
H -4.439 -2.883 0.031
H -1.498 3.342 -2.137
H 5.222 -1.480 1.009
H -6.115 0.259 -1.923
H -2.403 -5.634 0.829
H 4.123 0.895 -2.659
H -5.865 -2.684 -1.372
H -2.563 -3.912 4.174
H -0.974 5.562 -1.078
H 1.049 1.033 1.191
H 2.945 -2.674 3.801
H -2.002 5.715 -2.511
H -3.831 2.469 -2.041
H -0.957 -5.009 1.634
H -4.680 -3.184 -2.594
H 2.344 1.813 3.173
H -2.712 5.850 -0.895
H 5.415 -4.315 3.056
H -0.413 -2.744 1.420
H 2.482 -5.018 0.862
H 3.213 6.136 -2.413
H 5.782 1.464 -2.442
H -6.012 -2.104 -3.022
H -1.186 -3.146 3.380
H 5.185 2.819 -0.408
H -4.398 4.065 -1.531
H 1.141 -0.432 3.104
H 6.696 -0.561 -0.348
H -3.891 4.106 0.608
H -4.718 0.838 -1.002
H 0.951 2.787 3.676
H -3.634 3.303 2.925
H 3.492 2.347 -0.582
H 6.986 1.181 -0.368
H 5.447 -0.273 -2.512
H 2.538 4.236 -3.908
H -0.552 -0.457 2.569
H -4.665 -4.622 1.258
H -5.734 -0.446 -0.338
H 5.850 -3.527 1.539
H 2.311 6.227 -0.104
H -4.795 -0.420 -3.958
H -1.624 2.042 3.576
H -3.649 3.853 -3.119
H 0.820 4.448 0.732
H 3.766 -5.746 1.838
H 5.373 -2.555 2.946
H -4.433 -4.786 2.995
H -4.835 -3.206 2.316
H -3.293 -1.336 -3.803
H 6.285 0.436 1.067
*
```

Output
E_LUMO (alpha / beta) = -2.31 / -2.44 eV
Calculated total energy = -93453.01296 eV
Frontier orbital gap (alpha / beta) = 5.20 / 5.31 eV
Energy relative to the best compared isomer or geometry (same formula, charge and spin) = 0.00 kJ/mol


Maximum force
In order: 1.89; 0.22; 1.17; 0.69
Unit: eV/A